The following is a DFT calculation (wB97M-V/def2-TZVPD) of a molecular structure, C33H30GaO3PSi.

Structure (XYZ):
```
69
Properties=species:S:1:pos:R:3:forces:R:3:lowdin_charge:R:1
Ga -0.075862 -0.319113 1.495030 0.1 0.0 0.0 0.56
C -3.476800 0.991954 -4.888871 0.0 0.0 0.0 -0.09
C -2.115456 1.106614 -5.122152 0.0 0.0 0.0 -0.08
C -1.205950 0.867001 -4.099166 0.0 0.0 0.0 -0.08
C -1.652212 0.514614 -2.830070 0.0 0.0 0.0 -0.36
C -3.026139 0.407085 -2.601304 0.0 0.0 0.0 -0.11
C -3.930841 0.636565 -3.624364 0.0 0.0 0.0 -0.08
P -0.552513 0.216105 -1.398472 0.0 0.0 -0.1 1.09
C 1.116420 0.197634 -2.143513 0.0 0.0 0.0 -0.38
C 1.768560 1.423949 -2.271429 0.0 0.0 0.0 -0.11
C 3.055358 1.492395 -2.781892 0.0 0.0 0.0 -0.08
C 3.716638 0.328187 -3.150881 0.0 0.0 0.0 -0.10
C 3.083123 -0.897570 -3.010307 0.0 0.0 0.0 -0.08
C 1.788435 -0.963405 -2.512119 0.0 0.0 0.0 -0.07
C -0.873146 -1.530335 -1.001064 0.0 0.0 0.1 -0.41
C -1.292883 -2.513684 -1.892693 0.0 0.0 0.0 -0.09
C -1.431592 -3.820788 -1.453053 0.0 0.0 0.0 -0.08
C -1.141128 -4.145712 -0.132587 0.0 0.0 0.0 -0.08
C -0.728335 -3.163042 0.756613 0.0 0.0 0.0 -0.10
C -0.604212 -1.837473 0.339770 0.0 0.0 0.1 -0.23
H -4.183236 1.176726 -5.688019 0.0 0.0 0.0 0.10
H -1.754301 1.378576 -6.105959 0.0 0.0 0.0 0.10
H -0.143976 0.949085 -4.296229 0.0 0.0 0.0 0.10
H -3.388427 0.131910 -1.616369 0.0 0.0 0.0 0.10
H -4.992732 0.539392 -3.434893 0.0 0.0 0.0 0.10
H 1.268471 2.331878 -1.951620 0.0 0.0 0.0 0.11
H 3.547357 2.452190 -2.877471 0.0 0.0 0.0 0.10
H 4.725987 0.377275 -3.539859 0.0 0.0 0.0 0.10
H 3.598170 -1.809419 -3.285345 0.0 0.0 0.0 0.10
H 1.308256 -1.926474 -2.395971 0.0 0.0 0.0 0.10
H -1.513113 -2.257088 -2.923167 0.0 0.0 0.0 0.11
H -1.763104 -4.590417 -2.138953 0.0 0.0 0.0 0.10
H -1.247283 -5.170625 0.201455 0.0 0.0 0.0 0.10
H -0.505853 -3.431162 1.783208 0.0 0.0 0.0 0.10
C -0.331214 3.093808 2.167591 0.1 0.0 0.0 -0.21
Si -1.140511 1.467721 2.644615 -0.1 0.1 0.1 0.53
C -0.995061 1.196208 4.497945 0.0 0.0 0.0 -0.22
C -2.951473 1.552093 2.139948 0.0 0.0 0.0 -0.30
C -3.287294 1.936703 0.837418 0.0 0.0 0.0 -0.12
C -4.607490 1.978938 0.415485 0.0 0.0 0.0 -0.10
C -5.627251 1.632603 1.292786 0.0 0.0 0.0 -0.09
C -5.316552 1.246883 2.588080 0.0 0.0 0.0 -0.09
C -3.991395 1.206878 3.003620 0.0 0.0 0.0 -0.10
H -0.669653 3.899283 2.823341 0.0 0.0 0.0 0.03
H -0.579014 3.366229 1.139842 0.0 0.0 0.0 0.02
H 0.756793 3.025508 2.237137 0.0 0.0 0.0 0.03
H -1.509104 1.987427 5.049084 0.0 0.0 0.0 0.03
H 0.055974 1.197127 4.791537 0.0 0.0 0.0 0.03
H -1.409745 0.233341 4.803588 0.0 0.0 0.0 0.03
H -2.503900 2.205744 0.134898 0.0 0.0 0.0 0.08
H -4.841259 2.284406 -0.597790 0.0 0.0 0.0 0.10
H -6.659467 1.665575 0.967306 0.0 0.0 0.0 0.10
H -6.106994 0.977353 3.277673 0.0 0.0 0.0 0.10
H -3.769775 0.903364 4.021157 0.0 0.0 0.0 0.09
O 3.620220 -1.724434 4.204988 0.0 0.0 0.1 0.08
C 4.351044 -1.422236 3.106760 0.0 0.0 0.0 -0.25
C 5.726852 -1.643149 3.077587 0.0 0.0 0.0 -0.02
C 6.467021 -1.321309 1.955330 0.0 0.0 0.0 -0.08
C 5.852900 -0.765855 0.839878 0.0 0.0 0.0 -0.08
C 4.490833 -0.538813 0.868606 0.0 0.0 0.0 0.00
C 3.722144 -0.863594 1.988449 0.1 0.0 0.0 -0.05
C 2.267629 -0.616799 1.903925 -0.2 -0.1 0.0 -0.52
O 1.424581 -1.104313 2.712865 0.1 0.0 -0.1 0.01
O 1.823243 0.086280 0.936784 0.0 0.1 0.0 -0.03
H 4.205825 -2.082206 4.882557 0.0 0.0 0.0 0.11
H 6.210966 -2.072136 3.948212 0.0 0.0 0.0 0.11
H 7.534106 -1.504589 1.954252 0.0 0.0 0.0 0.11
H 6.430328 -0.515124 -0.039291 0.0 0.0 0.0 0.10
H 3.979012 -0.111744 0.015551 0.0 0.0 0.0 0.11
```
Forces are in eV/Å.

The value obtained for the relative energy (zero: lowest compared OMol25 entry of this formula, charge and spin) is 0.0 kcal/mol. The calculation puts the highest occupied orbital energy at -8.087 eV. The value obtained for the frontier orbital gap is 8.724 eV. Its largest force on an atom is 0.004 hartree/bohr. Its net charge is 0.



The following is a DFT calculation (wB97M-V/def2-TZVPD) of 2 unconnected molecules or ions with the total composition C5H7O3 in a non-equilibrium geometry.

Structure (XYZ):
```
15
Properties=species:S:1:pos:R:3:forces:R:3:lowdin_charge:R:1
C 1.378395 1.370994 0.381097 1.6 0.8 -0.5 0.16
C -0.980828 0.818265 -1.397757 0.2 0.0 0.4 0.28
C 0.395867 0.476674 0.466512 2.1 1.4 3.2 -0.36
C -0.627477 -2.169206 -1.330948 -0.1 -0.3 0.6 -0.42
C 0.058669 -0.332506 1.664123 2.8 0.0 1.3 0.01
O -1.462915 -1.775216 -2.008123 -1.3 0.0 -1.6 0.21
O -0.423615 0.117676 -0.529349 -2.0 -0.3 -3.0 0.04
O 0.168357 -2.465697 -0.569248 1.4 -1.0 0.7 0.26
H 1.737394 2.054988 -0.424201 -1.1 -1.0 0.0 0.11
H 2.176603 1.463070 1.153106 -1.4 -0.3 0.0 0.12
H -0.827404 1.878334 -1.302417 -0.2 0.6 -0.4 0.15
H -1.566973 0.271199 -2.151354 0.3 0.5 0.3 0.15
H 0.449677 0.107824 2.613764 0.1 -0.2 -1.0 0.13
H -0.936322 -0.481447 1.880376 -2.6 0.1 -0.1 0.07
H 0.460571 -1.334951 1.554418 0.3 -0.1 0.1 0.09
```
Forces are in eV/Å.

The value obtained for the relative energy (zero: lowest compared OMol25 entry of this formula, charge and spin) is 1.8 kcal/mol. The calculation puts the highest occupied orbital energy (spin up / spin down) at -14.979 / -14.980 eV. The value obtained for the frontier orbital gap (spin up / spin down) is 8.323 / 8.324 eV. Its largest force on an atom is 0.080 hartree/bohr. Its net charge is +1.